Below is a structure of composition C9H26N4O3Rb in a non-equilibrium geometry, with properties calculated with ωB97M-V/def2-TZVPD.

Calculated values
Strongest force on any atom   0.131 hartree/bohr
E_tot   -827.1107 a.u.
Gap between HOMO and LUMO   9.18 eV
Charge   +1
Energy relative to the best compared isomer or geometry (same formula, charge and spin)   246.9 kJ/mol
Highest occupied orbital energy   -12.170 eV

```
43
C9H26N4O3Rb (ωB97M-V/def2-TZVPD)
Rb -2.690 -0.959 -0.606
C -0.593 0.413 -3.272
O -1.030 -0.676 -3.001
N -0.408 0.840 -4.502
N -0.118 1.315 -2.497
H -0.784 0.360 -5.307
H 0.004 1.747 -4.672
H -0.271 1.222 -1.503
H 0.431 2.118 -2.768
C 0.356 1.260 1.567
C -0.984 1.499 2.277
C -1.407 2.961 2.097
O -0.433 3.839 2.551
C -0.801 5.176 2.593
N -1.916 0.602 1.712
H 0.297 1.300 0.480
H 0.759 0.256 1.696
H 1.096 1.982 1.912
H -0.757 1.246 3.312
H -2.318 3.198 2.646
H -1.632 3.195 1.057
H -1.416 5.428 3.457
H -1.371 5.443 1.704
H 0.048 5.859 2.611
H -2.801 1.000 1.991
H -1.895 -0.254 2.248
C 1.238 -2.639 1.529
C 0.526 -2.288 0.200
C 1.411 -2.441 -1.142
O 2.178 -3.615 -1.239
C 2.557 -4.017 -2.518
N -0.701 -2.910 0.217
H 1.914 -1.820 1.773
H 1.747 -3.602 1.492
H 0.649 -2.704 2.444
H 0.142 -1.269 0.247
H 1.916 -1.488 -1.300
H 0.686 -2.381 -1.954
H 1.753 -4.305 -3.195
H 3.145 -4.931 -2.598
H 3.173 -3.250 -2.987
H -0.560 -3.907 0.128
H -1.140 -2.803 1.120
```



Below is a cluster of 4 separate species, CH10NO4 in total, with properties calculated with ωB97M-V/def2-TZVPD.

Calculated values
Strongest force on any atom   0.017 hartree/bohr
E_tot   -399.8533 a.u.
Gap between HOMO and LUMO   8.64 eV
Charge   -1
Energy relative to the best compared isomer or geometry (same formula, charge and spin)   31.4 kJ/mol
Highest occupied orbital energy   -4.501 eV

```
16
CH10NO4 (ωB97M-V/def2-TZVPD)
N -0.608 0.822 2.511
C -0.377 -0.244 1.486
O -0.341 0.236 0.220
H -1.309 1.380 2.032
H 0.212 1.425 2.377
H -1.121 -1.042 1.695
H 0.552 -0.765 1.783
H -0.511 -2.459 -0.862
H -0.067 -0.960 -0.543
O 0.179 -1.827 -1.118
H 0.016 -0.904 -3.602
H -1.141 -0.216 -3.047
O -0.707 -0.333 -3.904
H 1.071 1.302 0.008
H 2.271 1.724 0.917
O 1.881 1.861 0.049
```



Below is a structure of composition C3H8P2 in a non-equilibrium geometry, with properties calculated with ωB97M-V/def2-TZVPD.

Calculated values
Strongest force on any atom   0.095 hartree/bohr
E_tot   -801.6786 a.u.
Gap between HOMO and LUMO   9.25 eV
Energy relative to the best compared isomer or geometry (same formula, charge and spin)   191.0 kJ/mol
Highest occupied orbital energy   -8.100 eV

```
13
C3H8P2 (ωB97M-V/def2-TZVPD)
C 0.013 -0.959 0.141
C 0.735 0.133 -0.598
C -0.767 0.197 0.634
P 2.262 0.986 0.022
P -2.305 0.904 -0.212
H -0.476 -1.607 -0.529
H 0.557 -1.396 0.977
H 0.294 0.334 -1.503
H -0.358 0.686 1.449
H 3.101 0.238 -0.818
H 2.447 0.243 1.217
H -3.255 0.182 0.478
H -2.248 0.058 -1.258
```



Below is the molecule C6H6Br2 in a non-equilibrium geometry, with properties calculated with ωB97M-V/def2-TZVPD.

Calculated values
SMILES string   C[C@@H]1C=CC(Br)=C1Br
Strongest force on any atom   0.073 hartree/bohr
E_tot   -5380.1797 a.u.
Gap between HOMO and LUMO   9.08 eV
Energy relative to the best compared isomer or geometry (same formula, charge and spin)   50.3 kJ/mol
Highest occupied orbital energy   -8.603 eV

```
14
C6H6Br2 (ωB97M-V/def2-TZVPD)
C 0.436 1.239 -0.393
C -0.446 0.309 0.578
C -0.327 -1.183 0.411
C -1.586 -1.702 0.268
C -2.575 -0.677 0.140
Br -4.340 -1.314 -0.106
C -2.068 0.522 0.214
Br -2.872 2.158 0.046
H 0.635 2.323 0.102
H -0.173 1.220 -1.368
H 1.361 0.617 -0.697
H -0.223 0.470 1.667
H 0.563 -1.698 0.606
H -1.744 -2.725 -0.037
```



Below is the molecule C5H9NO2 in a non-equilibrium geometry, with properties calculated with ωB97M-V/def2-TZVPD.

Calculated values
SMILES string   C[C@@H]1C(O)=C(N)[C@H]1O
Strongest force on any atom   0.058 hartree/bohr
E_tot   -401.0646 a.u.
Gap between HOMO and LUMO   8.05 eV
Energy relative to the best compared isomer or geometry (same formula, charge and spin)   294.5 kJ/mol
Highest occupied orbital energy   -7.301 eV

```
17
C5H9NO2 (ωB97M-V/def2-TZVPD)
C 0.320 -2.070 0.271
C -0.652 -0.946 -0.033
C -0.289 0.092 -1.004
O -0.507 0.083 -2.310
C 0.288 1.016 -0.177
N 1.121 2.062 -0.411
C -0.215 0.482 1.112
O -1.340 1.086 1.700
H 1.330 -1.691 0.446
H 0.009 -2.626 1.160
H 0.364 -2.782 -0.562
H -1.687 -1.300 -0.089
H -0.329 0.976 -2.648
H 1.868 1.984 -1.092
H 1.335 2.694 0.351
H 0.519 0.304 1.904
H -2.136 0.636 1.382
```



Below is the molecule C6H5NO in a non-equilibrium geometry, with properties calculated with ωB97M-V/def2-TZVPD.

Calculated values
SMILES string   N#C[C@]12C[C@H]1CC2=O
Strongest force on any atom   0.080 hartree/bohr
E_tot   -361.5295 a.u.
Gap between HOMO and LUMO   10.87 eV
Energy relative to the best compared isomer or geometry (same formula, charge and spin)   143.6 kJ/mol
Highest occupied orbital energy   -10.221 eV

```
13
C6H5NO (ωB97M-V/def2-TZVPD)
N 1.133 -2.808 1.146
C 0.898 -1.707 0.837
C 0.381 -0.489 0.453
C -1.224 -0.165 0.617
C -0.616 -0.185 -0.688
C 0.189 1.180 -0.926
C 1.033 0.837 0.283
O 1.892 1.384 0.903
H -1.418 0.842 0.953
H -1.854 -1.039 0.842
H -0.889 -0.850 -1.638
H -0.427 2.000 -1.088
H 0.902 0.999 -1.692
```



Below is a structure of composition C5H7NO in a non-equilibrium geometry, with properties calculated with ωB97M-V/def2-TZVPD.

Calculated values
Strongest force on any atom   0.048 hartree/bohr
E_tot   -324.5931 a.u.
Gap between HOMO and LUMO (spin up / spin down)   7.79 / 7.79 eV
Energy relative to the best compared isomer or geometry (same formula, charge and spin)   345.0 kJ/mol
Highest occupied orbital energy (spin up / spin down)   -7.298 / -7.297 eV

```
14
C5H7NO (ωB97M-V/def2-TZVPD)
O -0.176 0.573 2.210
C 0.784 -0.178 2.057
C 1.110 -0.659 0.811
C -0.980 -0.343 -0.063
C -1.227 0.514 -1.218
C 0.300 0.397 -1.424
N 0.298 -0.467 -0.248
H 1.469 -0.479 2.883
H 1.977 -1.227 0.743
H -1.624 -0.803 0.653
H -1.533 1.516 -0.941
H -1.933 0.076 -1.920
H 0.935 1.266 -1.266
H 0.602 -0.185 -2.278
```



Below is a structure of composition C22H25ClNO5Ti in a non-equilibrium geometry, with properties calculated with ωB97M-V/def2-TZVPD.

Calculated values
Spin multiplicity   3
Strongest force on any atom   0.114 hartree/bohr
E_tot   -2593.7587 a.u.
Gap between HOMO and LUMO (spin up / spin down)   4.72 / 7.13 eV
Charge   -1
Highest occupied orbital energy (spin up / spin down)   -2.129 / -4.552 eV

```
55
C22H25ClNO5Ti (ωB97M-V/def2-TZVPD)
C 2.290 0.070 2.710
C 2.245 -0.667 1.481
C 1.773 0.205 0.452
H 2.593 -1.691 1.337
C 1.511 1.486 1.034
C 1.832 1.411 2.428
H 1.289 2.399 0.478
C -1.355 -1.632 3.124
C -0.192 -2.309 2.609
C -0.248 -2.239 1.178
H 0.555 -2.851 3.192
C -1.427 -1.518 0.800
C -2.083 -1.105 2.007
H 1.805 0.002 -0.620
H 1.799 2.253 3.122
H 2.667 -0.314 3.663
H -3.011 -0.532 2.037
H 0.403 -2.760 0.470
H -1.751 -1.694 4.136
Ti 0.099 -0.094 2.211
C -1.982 -1.327 -0.602
C -3.502 -1.588 -0.611
C -1.297 -2.260 -1.619
H -3.703 -2.617 -0.277
H -3.885 -1.457 -1.629
H -4.031 -0.889 0.049
H -1.482 -3.308 -1.344
H -0.212 -2.087 -1.667
H -1.722 -2.077 -2.615
C -1.664 0.145 -0.986
C -2.197 0.643 -2.332
H -0.566 0.250 -0.984
H -2.045 0.852 -0.223
O -3.118 0.130 -2.965
N -1.567 1.757 -2.823
C -0.425 2.461 -2.249
H -1.987 2.153 -3.654
C 0.901 1.867 -2.696
C 2.083 2.506 -2.315
H 2.003 3.419 -1.718
C 3.321 1.992 -2.704
H 4.232 2.499 -2.388
C 3.383 0.844 -3.503
H 4.349 0.453 -3.826
C 2.203 0.209 -3.898
H 2.223 -0.681 -4.527
C 0.962 0.722 -3.499
H 0.035 0.250 -3.835
H -0.487 2.457 -1.147
H -0.480 3.519 -2.549
O 0.310 -1.280 5.617
Cl -0.024 0.121 5.543
O -1.312 0.443 6.052
O 1.005 0.954 6.092
O -0.119 0.507 3.982
```



Below is the molecule C6H14BNO in a non-equilibrium geometry, with properties calculated with ωB97M-V/def2-TZVPD.

Calculated values
SMILES string   BCCN(CC)C(C)=O
Strongest force on any atom   0.155 hartree/bohr
E_tot   -391.6750 a.u.
Gap between HOMO and LUMO   9.29 eV
Energy relative to the best compared isomer or geometry (same formula, charge and spin)   424.8 kJ/mol
Highest occupied orbital energy   -9.186 eV

```
23
C6H14BNO (ωB97M-V/def2-TZVPD)
B -0.397 2.240 2.276
C -0.602 0.641 1.939
C 0.758 -0.068 1.270
N 0.369 -0.438 -0.144
C 0.866 0.552 -1.173
C -0.499 1.324 -1.755
C 0.702 -1.872 -0.493
C -0.525 -2.752 -1.208
O 1.872 -2.489 -0.309
H -0.680 3.114 1.520
H 0.066 2.516 3.342
H -1.477 0.587 1.129
H -0.995 0.070 2.884
H 1.008 -0.991 1.967
H 1.697 0.650 1.345
H 1.653 1.325 -0.728
H 1.329 0.015 -2.133
H -1.082 1.791 -0.834
H -0.258 2.098 -2.602
H -1.196 0.437 -2.144
H -1.492 -2.053 -1.240
H -0.831 -3.690 -0.571
H -0.285 -3.006 -2.339
```



Question: What is the formula in the eighth record?
Answer: C22H25ClNO5Ti